{"formula": "CH5N2O2", "method": "ωB97M-V with the def2-TZVPD basis set", "total_charge": -1, "relative_energy_kcal_mol": 135.05, "lumo_ha": 0.1701, "orbital_gap_ev": 7.8422, "e_tot_ev": -8189.7644, "symbols": ["O", "O", "N", "N", "C", "H", "H", "H", "H", "H"], "xyz": [[-0.353188, -0.447639, 0.133316], [1.941196, -1.966937, -0.686819], [-0.781382, 0.848035, 0.376317], [2.405162, -0.870972, 0.196581], [-2.042533, 1.108110, 0.304210], [1.452355, -0.429294, 0.448941], [-2.968489, 0.408121, 0.012362], [2.706695, -0.149734, -0.395320], [0.998962, -1.965711, -0.838336], [-2.513197, 2.034361, 0.558121]], "forces_ev_per_angstrom": [[-1.0, 2.2, 0.2], [2.1, -0.1, 0.0], [-0.3, -1.7, -0.2], [-3.1, -1.0, 1.1], [-1.9, -2.1, -0.7], [0.8, -0.9, 0.1], [2.4, 0.5, 0.4], [0.9, 0.9, -1.7], [-0.8, 1.2, 0.5], [0.8, 1.1, 0.2]]}